1.
{
  "formula": "C53H45CdCl2GeN2O8PS",
  "method": "wB97M-V/def2-TZVPD",
  "spin_multiplicity": 1,
  "e_lumo_ev": 4.0969,
  "charge": -2,
  "gap_ha": 0.157,
  "species": ["Cd", "O", "C", "O", "C", "C", "C", "C", "C", "N", "C", "O", "O", "H", "H", "H", "H", "H", "O", "N", "C", "C", "C", "C", "C", "C", "C", "P", "C", "C", "C", "C", "C", "C", "C", "C", "C", "C", "C", "C", "H", "H", "H", "H", "H", "H", "H", "H", "H", "H", "H", "H", "H", "H", "H", "H", "Cl", "C", "Cl", "H", "H", "C", "Ge", "C", "C", "C", "C", "C", "C", "C", "C", "C", "C", "C", "C", "C", "C", "C", "C", "C", "C", "H", "H", "H", "H", "H", "H", "H", "H", "H", "H", "H", "H", "H", "H", "H", "C", "C", "C", "C", "C", "C", "C", "S", "O", "O", "O", "H", "H", "H", "H", "H", "H", "H"],
  "positions_angstrom": [[-0.7328, 0.0481, 0.5732], [-1.7303, 1.2395, -3.9945], [-1.5865, 0.8549, -2.6950], [-0.5045, 0.5771, -2.2555], [-2.8596, 0.9838, -1.9189], [-3.8992, 1.5888, -2.5465], [-5.1546, 1.7144, -1.8032], [-5.1634, 1.2593, -0.5478], [-3.9496, 0.7918, 0.1170], [-2.7854, 0.5062, -0.6677], [-3.8254, 0.7404, 1.4464], [-4.9112, 1.0738, 2.2581], [-2.6843, 0.4471, 2.0930], [-0.8861, 0.9916, -4.4005], [-3.8335, 1.9377, -3.5690], [-6.0164, 2.1169, -2.3387], [-6.0648, 1.2974, 0.1055], [-4.6662, 0.7188, 3.1134], [-2.7021, -1.8723, 2.9852], [-2.6222, -2.5136, 1.7734], [-2.4891, -3.7565, 1.9035], [-2.5082, -4.6791, 0.7620], [-3.0257, -5.9536, 1.1026], [-3.2847, -6.9313, 0.1623], [-2.9496, -6.7127, -1.1721], [-2.3659, -5.5055, -1.5010], [-2.1185, -4.4803, -0.5722], [-1.2445, -2.9567, -1.1689], [0.3517, -3.6608, -1.7413], [0.8783, -4.8118, -1.1634], [2.1838, -5.2042, -1.4256], [3.0274, -4.4307, -2.2407], [2.5164, -3.2540, -2.8075], [1.1990, -2.8798, -2.5446], [-2.1646, -2.6819, -2.7360], [-1.7418, -3.0096, -4.0208], [-2.5187, -2.6927, -5.1186], [-3.7209, -2.0127, -4.9531], [-4.1516, -1.6616, -3.6865], [-3.3796, -1.9770, -2.5796], [-2.6694, -0.7849, 2.7012], [-2.4216, -4.1594, 2.9214], [-3.3053, -6.1006, 2.1361], [-3.7091, -7.8727, 0.4875], [-3.1336, -7.4431, -1.9298], [-2.1055, -5.3326, -2.5258], [0.2450, -5.3820, -0.5207], [2.6002, -6.0756, -0.9380], [4.0528, -4.7351, -2.3935], [3.1693, -2.6128, -3.3748], [0.8492, -1.9152, -2.9275], [-0.8059, -3.5455, -4.1530], [-2.1966, -3.0167, -6.0920], [-4.3149, -1.7453, -5.8128], [-5.0620, -1.1006, -3.5171], [-3.7451, -1.7149, -1.5816], [-0.0338, -2.2040, 4.7233], [1.6462, -2.4944, 4.2990], [1.8279, -4.1060, 3.5292], [2.2675, -2.4495, 5.1830], [1.9441, -1.7636, 3.5616], [0.7086, 1.2154, 1.6793], [1.1329, 2.8679, 0.7750], [2.6442, 2.3918, -0.4721], [2.3770, 2.0487, -1.8013], [3.3633, 1.5747, -2.6739], [4.6590, 1.4170, -2.2067], [4.9639, 1.7613, -0.8902], [3.9786, 2.2615, -0.0402], [-0.4049, 3.6654, -0.1206], [-0.2632, 4.3800, -1.3029], [-1.3742, 4.9231, -1.9496], [-2.6485, 4.7065, -1.4128], [-2.7980, 3.9819, -0.2467], [-1.6673, 3.4277, 0.3872], [1.8338, 4.3691, 1.8653], [1.1663, 4.8753, 3.0054], [1.6216, 6.0516, 3.6224], [2.8019, 6.6560, 3.1693], [3.4780, 6.1611, 2.0653], [2.9824, 5.0322, 1.4138], [1.3621, 2.1622, -2.2068], [3.1284, 1.3072, -3.7039], [5.4501, 1.0635, -2.8391], [5.9624, 1.6612, -0.5352], [4.2843, 2.5162, 0.9765], [0.7653, 4.4797, -1.7160], [-1.2276, 5.5084, -2.8538], [-3.4999, 5.2031, -1.8720], [-3.7925, 3.7904, 0.1578], [-1.8037, 2.7965, 1.2625], [0.2511, 4.3845, 3.3694], [1.0310, 6.5020, 4.4373], [3.1775, 7.5494, 3.6549], [4.4078, 6.6236, 1.7348], [3.4779, 4.7114, 0.5073], [4.2003, 2.0587, 4.8727], [3.8166, 1.2356, 3.6821], [4.6412, 0.2511, 3.0535], [4.1112, -0.5376, 2.0733], [2.7807, -0.3868, 1.6584], [1.9877, 0.6521, 2.1755], [2.5226, 1.3650, 3.2756], [2.1549, -1.5551, 0.4560], [0.7703, -1.8050, 0.9104], [3.0279, -2.6978, 0.5554], [2.1575, -0.7881, -0.7935], [4.2657, 1.3958, 5.7585], [3.3936, 2.7469, 5.0675], [5.0910, 2.6610, 4.7927], [5.6616, 0.0866, 3.3409], [4.6245, -1.3631, 1.6164], [0.3099, 1.7965, 2.5402], [1.9384, 2.1622, 3.7227]],
  "forces_ev_per_a": [[-1.513, -0.174, -0.630], [0.493, -0.629, -0.153], [-0.951, 1.053, -0.102], [0.575, -0.637, 0.308], [1.192, -0.276, 0.012], [-1.136, 0.436, -0.062], [0.683, -0.226, -0.925], [-1.128, 0.071, 1.323], [0.376, 0.031, -0.241], [0.260, 0.167, -0.051], [0.736, -0.220, 0.631], [0.071, -0.032, -0.108], [-0.476, 0.138, -0.065], [-0.008, 0.207, -0.034], [0.093, -0.121, 0.201], [-0.003, -0.138, 0.412], [0.657, 0.011, -0.696], [0.043, -0.070, 0.309], [0.154, 0.959, -0.719], [-0.112, 1.377, 0.506], [0.409, -0.458, 0.144], [-0.151, -1.080, 0.014], [-0.172, 0.495, -0.351], [0.300, -0.103, 0.134], [0.043, 0.552, 0.676], [-0.076, 0.166, 0.321], [-0.056, -0.059, -0.098], [0.042, 0.302, 0.016], [0.349, 0.266, -0.067], [0.284, 0.168, -0.604], [0.604, 0.407, -0.263], [-1.178, 0.112, 0.155], [-0.182, -0.840, 0.578], [-0.019, 0.268, -0.186], [-0.539, 0.589, 0.311], [0.202, -0.261, 0.360], [-0.370, 0.096, 0.087], [0.143, -0.072, -0.191], [0.062, 0.130, 0.371], [0.224, -0.704, 0.121], [-0.298, -1.165, -0.145], [-0.063, -0.160, -0.249], [-0.011, -0.164, 0.096], [-0.077, -0.053, -0.057], [-0.098, -0.399, -0.321], [0.202, 0.110, -0.413], [-0.125, -0.437, 0.427], [-0.091, -0.122, 0.030], [0.082, 0.054, -0.026], [0.004, 0.197, -0.154], [0.058, -0.326, 0.175], [-0.074, 0.066, -0.009], [0.075, 0.065, -0.354], [-0.094, 0.011, -0.180], [-0.049, -0.021, -0.183], [0.316, 0.012, -0.298], [-0.077, 0.109, 0.105], [-0.051, -0.431, -0.425], [0.108, 0.268, 0.313], [0.017, -0.105, 0.067], [0.025, 0.110, -0.099], [-0.172, 0.745, 0.566], [1.280, -0.203, -1.314], [0.056, 0.371, -0.152], [-0.367, 0.162, -0.520], [0.020, 0.060, 0.345], [-0.195, 0.333, 0.508], [-0.969, 0.254, -0.307], [-0.106, -0.257, -0.086], [0.313, -0.639, -0.132], [0.586, 0.342, -0.547], [0.286, -0.249, 0.309], [0.402, 0.752, -0.091], [0.212, -0.532, 0.456], [-1.019, 0.359, -0.177], [0.079, 0.122, 0.504], [0.249, 0.327, -0.403], [-0.142, -0.356, -0.086], [-0.358, 0.185, 0.165], [-0.082, -0.390, 0.210], [-0.260, 0.345, 0.128], [0.394, -0.187, 0.329], [-0.102, 0.085, 0.242], [0.190, -0.231, -0.334], [0.662, -0.113, 0.278], [-0.265, -0.071, -0.124], [-0.887, 0.164, 0.155], [-0.151, -0.108, 0.048], [-0.016, -0.326, -0.032], [0.261, 0.004, -0.093], [-0.098, 0.051, -0.021], [0.415, 0.239, -0.166], [0.480, -0.294, -0.350], [-0.066, 0.007, 0.089], [-0.253, -0.010, -0.012], [0.007, -0.186, 0.046], [-0.032, -0.629, 0.677], [0.946, -0.953, -0.008], [-0.434, 1.028, 0.649], [-1.185, -0.316, -0.134], [-0.263, 0.373, 0.126], [0.327, 0.352, 0.388], [0.137, -0.151, -0.887], [-0.406, 1.875, -0.308], [-0.021, -0.419, 0.124], [0.076, -0.310, -0.226], [0.157, -0.698, 0.407], [0.238, 0.384, -0.270], [-0.282, 0.324, 0.171], [0.569, -0.047, -0.178], [0.398, 0.141, 0.305], [0.471, -0.115, -0.022], [-0.615, -0.940, 0.014], [-0.165, -0.172, -0.001]]
}

2.
{
  "formula": "C53H45ClN2O4PTi",
  "method": "wB97M-V/def2-TZVPD",
  "s2": 0.759,
  "spin_multiplicity": 2,
  "e_lumo_ev": [0.2823, 0.1200],
  "gap_ha": [0.240, 0.297],
  "species": ["Ti", "O", "C", "C", "C", "C", "C", "C", "C", "C", "C", "O", "C", "C", "C", "C", "C", "C", "C", "C", "C", "C", "C", "C", "N", "C", "C", "C", "C", "C", "C", "C", "C", "C", "C", "C", "C", "H", "H", "H", "H", "H", "H", "H", "H", "H", "H", "H", "H", "H", "H", "H", "H", "H", "H", "H", "H", "H", "H", "H", "H", "H", "H", "H", "N", "C", "C", "O", "O", "H", "H", "H", "H", "Cl", "C", "C", "C", "C", "C", "C", "P", "C", "C", "C", "C", "C", "C", "C", "C", "C", "C", "C", "C", "H", "H", "H", "H", "H", "H", "H", "H", "H", "H", "H", "H", "H", "H"],
  "positions_angstrom": [[2.1643, -0.6571, 0.9119], [3.9072, -1.0794, 0.3323], [4.2555, -1.7039, -0.9034], [3.0458, -1.6908, -1.9402], [1.8015, -2.3872, -1.4193], [1.2024, -3.5016, -2.0322], [0.2116, -4.2773, -1.4556], [-0.3102, -3.7903, -0.2580], [0.2598, -2.6145, 0.3293], [-0.3867, -2.0625, 1.5191], [0.4386, -1.8818, 2.8840], [1.7799, -1.4199, 2.5463], [0.3871, -3.1284, 3.8032], [-0.8428, -3.8414, 3.9800], [-0.7865, -5.1465, 4.4799], [0.4081, -5.7557, 4.8420], [1.5759, -5.0204, 4.8306], [1.4864, -3.6657, 4.4449], [-0.1677, -0.8162, 3.7901], [-1.5577, -0.5615, 3.8155], [-2.1112, 0.2789, 4.7646], [-1.2627, 1.1198, 5.5453], [0.1090, 0.9776, 5.4000], [0.6647, -0.0005, 4.5744], [1.3170, -1.9634, -0.2387], [4.6833, -3.1781, -0.6283], [4.6308, -3.7301, 0.6968], [4.9987, -5.0559, 0.8407], [5.4295, -5.8600, -0.2186], [5.3118, -5.3555, -1.5184], [5.1488, -3.9791, -1.7159], [5.4801, -0.8001, -1.4801], [6.6805, -1.3600, -1.7227], [7.7368, -0.5584, -2.2141], [7.5489, 0.7472, -2.6578], [6.2615, 1.3082, -2.4390], [5.2579, 0.5131, -1.8759], [3.4611, -2.1677, -2.8244], [2.7458, -0.6925, -2.3993], [1.4560, -3.7305, -3.0750], [-0.1752, -5.1600, -2.0381], [-1.1087, -4.1715, 0.3057], [-1.2298, -2.7416, 1.7147], [-0.7827, -0.9936, 1.3443], [-1.7505, -3.4578, 3.5760], [-1.7504, -5.5684, 4.7333], [0.3707, -6.8216, 5.1797], [2.5240, -5.5166, 5.1390], [2.3870, -3.0243, 4.4887], [-2.2358, -1.0519, 3.1264], [-3.1417, 0.3906, 4.9070], [-1.6906, 1.8344, 6.2734], [0.7467, 1.6542, 5.9781], [1.7524, -0.2138, 4.5501], [4.4833, -3.0661, 1.5542], [4.9097, -5.4784, 1.8360], [5.6167, -6.9118, -0.0444], [5.5680, -6.0442, -2.3315], [5.3189, -3.6061, -2.7631], [6.8929, -2.3995, -1.4980], [8.7304, -1.0119, -2.3327], [8.3148, 1.4395, -3.0288], [6.0988, 2.2888, -2.7948], [4.2912, 0.9719, -1.7269], [3.3804, 1.1011, 1.7978], [2.4774, 2.2290, 1.9323], [1.0973, 1.8868, 1.3454], [0.0848, 2.3819, 1.7214], [1.1434, 0.8398, 0.4729], [3.6601, 0.7781, 2.7528], [4.2493, 1.3933, 1.2705], [2.9717, 3.1335, 1.4704], [2.3430, 2.4241, 2.9652], [-2.9308, 3.4611, 0.9091], [-4.5183, 3.9798, 0.5767], [-5.3652, 4.4273, 1.5862], [-6.7416, 4.4040, 1.4122], [-7.2752, 4.2118, 0.1633], [-6.4180, 3.8102, -0.9107], [-5.0386, 3.7262, -0.7357], [-3.8210, 3.0984, -1.9086], [-4.9207, 2.2727, -3.0793], [-4.7600, 2.4924, -4.4509], [-5.5342, 1.8163, -5.4275], [-6.6227, 1.0294, -5.0079], [-6.7296, 0.7042, -3.6551], [-5.8593, 1.3100, -2.6997], [-3.5287, 4.6774, -2.7470], [-2.2248, 5.1526, -2.9459], [-2.0057, 6.2296, -3.8219], [-3.0439, 6.9442, -4.4527], [-4.3720, 6.4118, -4.2320], [-4.5470, 5.3132, -3.3698], [-4.9848, 4.5624, 2.6007], [-7.3967, 4.7063, 2.2023], [-8.2646, 4.3815, -0.0493], [-6.8693, 3.6233, -1.9188], [-3.9571, 3.1834, -4.7688], [-5.3325, 2.0369, -6.4772], [-7.3513, 0.6139, -5.7527], [-7.4245, 0.0251, -3.2795], [-6.1023, 1.2243, -1.6189], [-1.3707, 4.8324, -2.3555], [-1.0011, 6.5403, -4.0814], [-2.8643, 7.8622, -4.9601], [-5.2166, 6.9089, -4.7822], [-5.5749, 5.0079, -3.1529]],
  "forces_ev_per_a": [[2.762, 0.865, 2.171], [0.414, -0.594, -1.621], [0.664, 1.497, 0.773], [0.164, 0.627, -0.603], [-0.106, -1.081, -0.169], [0.666, 0.342, -1.234], [-0.678, 0.161, -0.185], [1.952, 1.738, 0.197], [0.194, -1.498, -1.893], [-1.050, 1.668, 2.149], [0.894, 0.756, 0.214], [-1.609, -1.472, 0.734], [-1.116, -1.205, -0.468], [2.338, -0.553, -0.592], [-0.815, 1.282, 0.478], [-0.354, -1.210, 0.370], [0.011, 0.298, 0.395], [2.007, 0.147, -0.700], [-0.767, 1.542, -0.413], [0.347, -0.449, 0.415], [2.290, 1.372, 0.628], [-0.737, -0.924, -0.403], [0.216, 0.361, 0.414], [0.097, -0.762, -0.123], [-1.506, -2.095, -0.950], [0.407, 0.106, -0.291], [0.618, 0.903, -2.092], [0.256, -0.356, 0.560], [-1.841, 0.419, -0.154], [1.710, -0.090, 0.431], [-1.239, -0.267, 0.028], [-2.868, -1.332, -0.123], [2.484, 0.247, -0.147], [0.706, -0.276, -0.759], [-1.261, 0.453, 1.159], [0.779, -2.144, 0.002], [0.165, 1.217, -0.063], [-0.324, -0.569, -0.078], [0.559, -0.649, 1.269], [0.428, -0.015, 0.584], [0.300, 1.047, 1.003], [-0.956, -0.965, 0.267], [0.078, 0.639, 0.087], [0.482, -1.558, -0.195], [-0.644, 0.253, 0.077], [0.087, -0.604, -0.338], [0.225, 1.090, -0.333], [-0.758, 0.817, -0.188], [-0.396, -0.589, -0.244], [0.104, -0.232, 0.085], [-1.445, 0.011, -0.178], [0.321, -0.488, -0.615], [-0.026, -0.379, -0.220], [-0.836, 0.433, 0.032], [-0.482, -0.381, -0.447], [0.327, -0.083, 0.005], [0.146, 0.042, -0.045], [-0.100, 0.532, 0.067], [-0.563, -0.069, 1.279], [-0.001, 0.246, 0.090], [-0.452, 0.123, 0.079], [-0.037, -0.803, 0.031], [-0.491, 0.969, -0.074], [-0.237, -0.065, 0.072], [1.774, -0.232, 0.483], [0.476, 1.043, -1.045], [0.907, -1.871, -1.019], [-0.780, 0.891, 0.182], [-1.140, 2.636, 0.270], [-0.023, 0.307, -1.309], [-1.334, -0.967, 0.895], [-1.035, -0.734, 0.347], [-0.393, 0.529, 0.963], [0.850, 0.426, 0.670], [-1.740, -0.105, -0.920], [0.526, -1.154, 0.801], [0.157, 1.186, -0.600], [3.010, -1.086, -1.348], [-0.850, 0.919, 0.031], [-0.304, -0.424, 1.903], [0.236, -0.363, 0.202], [-0.529, -0.428, -1.163], [0.395, -0.586, -1.006], [-0.188, 0.970, 1.066], [0.232, -0.651, -0.616], [2.084, 1.818, 0.323], [-1.233, 0.242, -0.013], [2.022, -0.284, 0.042], [-0.065, 0.931, -0.463], [-0.350, 0.599, -0.345], [-1.686, -2.789, 1.776], [1.174, 1.259, -0.526], [-2.054, 1.886, -1.430], [0.125, 0.071, -0.378], [-0.148, 0.048, 0.505], [-2.322, 0.075, -0.253], [0.479, 0.136, 1.097], [-0.637, -0.505, -0.026], [-0.242, -0.160, 0.274], [0.896, 0.342, 0.799], [-1.310, -0.921, 0.311], [0.387, -0.464, -0.826], [-0.178, -0.611, -0.295], [0.182, 0.033, 0.499], [0.079, 0.284, -0.668], [0.722, -0.675, 0.942], [0.324, -0.066, -0.338]]
}

Energy above the lowest of the compared OMol25 structures with the same formula, charge and spin for every record listed, in sequence, given in kJ/mol: 0.00; 94.77.
Energy for every record listed, in sequence, given in a.u.: -6662.69319; -4108.16292.